1) {
  "formula": "C2H6N4",
  "method": "ωB97M-V/def2-TZVPD",
  "e_homo_ha": [-0.3256, -0.3256],
  "homo_lumo_gap_ha": [0.3224, 0.3223],
  "spin_multiplicity": 1,
  "smiles": "C/N=N/N1CN1",
  "symbols": ["C", "N", "N", "N", "C", "N", "H", "H", "H", "H", "H", "H"],
  "positions_angstrom": [[-0.5318, -2.3026, 0.2263], [-0.1631, -0.9603, -0.1862], [-0.5417, -0.0667, 0.5853], [-0.2253, 1.1724, 0.5965], [0.9533, 1.7228, -0.2213], [-0.1947, 2.0367, -0.9368], [-1.1331, -2.7532, -0.5661], [0.3802, -2.9000, 0.2966], [-1.0731, -2.3233, 1.1772], [1.5738, 0.9402, -0.6535], [1.4952, 2.4719, 0.3535], [-0.5398, 2.9619, -0.6716]],
  "mulliken_charge": [-0.62, -0.03, -0.10, -0.39, -0.04, -0.47, 0.23, 0.22, 0.38, 0.33, 0.23, 0.25]
}


2) {
  "formula": "C2H6N4",
  "method": "ωB97M-V/def2-TZVPD",
  "e_homo_ha": -0.3139,
  "homo_lumo_gap_ha": 0.3550,
  "spin_multiplicity": 1,
  "smiles": "[H]/N=C/N/C=N/N",
  "symbols": ["H", "N", "C", "N", "C", "N", "N", "H", "H", "H", "H", "H"],
  "positions_angstrom": [[3.0774, -1.2786, -0.0214], [2.7823, -0.3115, 0.0103], [1.4959, -0.3453, -0.0048], [0.7144, 0.7911, 0.0847], [-0.6519, 0.6976, -0.0682], [-1.2666, -0.4127, -0.0325], [-2.6640, -0.2712, -0.0057], [0.8459, -1.2550, 0.0120], [1.2169, 1.6289, -0.0991], [-1.1616, 1.6162, -0.2686], [-2.9138, -1.1280, -0.4870], [-3.0918, -0.2673, 0.9046]],
  "mulliken_charge": [0.26, -0.64, 0.01, -0.16, -0.06, -0.21, -0.67, 0.31, 0.27, 0.42, 0.26, 0.22]
}


Stability verdict: 2), ahead by 3.512 eV


1) {
  "formula": "C2H6N4",
  "method": "ωB97M-V/def2-TZVPD",
  "e_homo_ha": -0.2898,
  "homo_lumo_gap_ha": 0.3159,
  "spin_multiplicity": 1,
  "symbols": ["N", "N", "C", "C", "N", "N", "H", "H", "H", "H", "H", "H"],
  "positions_angstrom": [[0.0944, -1.1807, -1.0487], [0.2236, -0.2638, 0.0571], [-0.9602, -0.3606, 0.9170], [0.4978, 0.9859, -0.6205], [-1.1400, -1.1948, 1.8276], [1.6565, 1.4673, -0.5085], [-0.8255, -0.9974, -1.4594], [1.0773, -0.5351, 0.5582], [-0.3524, -1.8186, 2.0017], [1.8286, 2.2811, -1.0903], [-1.7622, 0.3011, 0.6047], [-0.3377, 1.3156, -1.2389]],
  "mulliken_charge": [-0.85, 0.11, 0.04, 0.10, -0.54, -0.57, 0.15, 0.40, 0.26, 0.26, 0.35, 0.29]
}


2) {
  "formula": "C2H6N4",
  "method": "ωB97M-V/def2-TZVPD",
  "e_homo_ha": -0.2922,
  "homo_lumo_gap_ha": 0.3105,
  "spin_multiplicity": 1,
  "symbols": ["C", "C", "N", "N", "N", "N", "H", "H", "H", "H", "H", "H"],
  "positions_angstrom": [[1.1502, -1.2822, -0.1270], [-0.0533, -0.5278, -0.2852], [2.1852, -0.9919, 0.5480], [0.1725, 1.4268, 0.9602], [-0.4627, 0.6402, 0.2078], [-1.7846, 1.0042, -0.1344], [1.0784, -2.2114, -0.7215], [-0.7740, -0.9961, -0.9406], [2.9213, -1.6859, 0.4922], [-0.3767, 2.2378, 1.2219], [-1.8431, 1.9820, -0.3949], [-2.2132, 0.4043, -0.8264]],
  "mulliken_charge": [0.07, -0.05, -0.61, -0.97, 0.96, -0.73, 0.30, 0.04, 0.24, 0.23, 0.26, 0.25]
}


Stability verdict: 2), ahead by 0.429 eV


1) {
  "formula": "C8H16N3",
  "method": "ωB97M-V/def2-TZVPD",
  "e_homo_ha": [-0.4062, -0.4061],
  "homo_lumo_gap_ha": [0.2814, 0.2813],
  "total_charge": 1,
  "spin_multiplicity": 1,
  "symbols": ["C", "C", "C", "C", "C", "C", "C", "C", "N", "N", "N", "H", "H", "H", "H", "H", "H", "H", "H", "H", "H", "H", "H", "H", "H", "H", "H"],
  "positions_angstrom": [[0.1998, 2.5006, 0.5351], [-1.5623, -1.9938, -0.2589], [-1.0172, 1.6277, 1.0735], [0.7336, 1.6929, -0.6971], [-1.7545, -0.4651, -0.3940], [2.4662, 0.1105, -0.7913], [-0.0562, -2.4020, -0.3422], [0.4082, -0.1725, 0.7012], [-0.9076, 0.2377, 0.6549], [1.2741, 0.3926, -0.2872], [0.6785, -1.6559, 0.7578], [-0.2223, 3.4343, 0.3069], [0.8159, 2.5900, 1.4248], [-2.0823, -2.1929, 0.6118], [-1.9304, -2.4672, -1.0607], [-0.9053, 1.8160, 2.2482], [-1.8558, 2.1664, 0.6806], [-0.0603, 1.5172, -1.2920], [1.3934, 2.3748, -1.1726], [-1.5214, -0.0179, -1.3148], [-2.6887, -0.1594, -0.1136], [2.9378, 0.8382, -1.4843], [2.9004, -0.8911, -0.8464], [0.2212, -3.3876, -0.0481], [0.3142, -2.0645, -1.3487], [0.4739, -1.8050, 1.7484], [1.7470, -1.6243, 0.7087]],
  "mulliken_charge": [-0.78, -0.95, -0.59, -0.78, -0.74, -0.25, -0.34, -0.90, 0.06, 0.30, -0.04, 0.40, 0.35, 0.42, 0.46, 0.24, 0.44, 0.28, 0.52, 0.34, 0.62, 0.22, 0.25, 0.45, 0.25, 0.42, 0.37]
}


2) {
  "formula": "C8H16N3",
  "method": "ωB97M-V/def2-TZVPD",
  "e_homo_ha": -0.4264,
  "homo_lumo_gap_ha": 0.3039,
  "total_charge": 1,
  "spin_multiplicity": 1,
  "smiles": "Cc1cnn(C)c1C(C)(C)[NH3+]",
  "symbols": ["C", "C", "C", "N", "N", "C", "C", "C", "C", "C", "N", "H", "H", "H", "H", "H", "H", "H", "H", "H", "H", "H", "H", "H", "H", "H", "H"],
  "positions_angstrom": [[1.7035, 2.3969, 0.0437], [1.9442, 0.9809, 0.1709], [3.0299, 0.1863, 0.1447], [2.7935, -1.1367, 0.0782], [1.4661, -1.3868, 0.0333], [1.2451, -2.7355, -0.3057], [0.6986, -0.2784, 0.0338], [-0.7996, -0.1124, -0.0571], [-1.5444, -1.3319, 0.2965], [-1.2247, 0.5230, -1.4199], [-1.2438, 1.0099, 1.0598], [0.6375, 2.6592, -0.0476], [2.1752, 2.9404, 0.8146], [2.1802, 2.8739, -0.8734], [4.0988, 0.4232, 0.4645], [2.2314, -3.0128, -0.8290], [1.1961, -3.2171, 0.6789], [0.4251, -2.8576, -0.8800], [-2.6057, -1.0511, 0.0998], [-1.4214, -2.1220, -0.3834], [-1.1086, -1.5923, 1.3203], [-1.5343, -0.1947, -2.0426], [-2.0581, 1.2301, -1.1199], [-0.4430, 1.1238, -1.7875], [-1.2370, 1.9303, 0.5963], [-0.6824, 0.9163, 1.9127], [-2.2290, 0.9471, 1.3641]],
  "mulliken_charge": [-1.28, 0.59, -0.46, -1.08, 0.76, -1.02, -0.48, 1.63, -1.83, -1.49, -0.31, 0.17, 0.41, 0.29, 0.38, 0.31, 0.34, 0.45, 0.49, 0.38, 0.42, 0.46, 0.36, 0.42, 0.34, 0.37, 0.39]
}


Stability verdict: 2), ahead by 0.643 eV